(1)
{"formula": "C7H14N2O", "method": "wB97M-V/def2-TZVPD", "gap_ev": 7.774, "e_lumo_ev": 0.84, "relative_energy_kj_mol": 182.3, "max_force_ev_per_a": 1.5, "symbols": ["C", "C", "C", "C", "C", "C", "C", "N", "N", "O", "H", "H", "H", "H", "H", "H", "H", "H", "H", "H", "H", "H", "H", "H"], "xyz": [[1.19820, -1.30551, -1.21639], [1.75328, 1.89588, 0.55648], [-1.40664, -0.92939, 1.41159], [-0.57771, 0.95499, -0.13629], [0.95237, -0.57411, 0.07951], [0.75934, 0.85673, 0.14001], [-1.08410, -0.39522, 0.03301], [-1.29498, 1.98604, -0.74859], [-1.96784, -0.88507, -0.95129], [1.66736, -1.11194, 1.15296], [1.96712, -2.00246, 0.93838], [-2.24296, 2.10393, -0.41764], [-0.79139, 2.85765, -0.82437], [-2.02135, -0.40484, -1.83819], [-2.27840, -1.83824, -0.83531], [0.88087, -2.35252, -1.15446], [0.65103, -0.83636, -2.02996], [2.26860, -1.29740, -1.46084], [2.26271, 1.59058, 1.47284], [1.26137, 2.85056, 0.75521], [2.52255, 2.05838, -0.20548], [-2.43516, -0.67037, 1.69006], [-1.32656, -2.02136, 1.43834], [-0.71769, -0.52996, 2.15040]], "forces_ev_per_angstrom": [[0.23, 0.14, 0.11], [0.03, 0.01, -0.17], [-0.10, 0.13, -0.11], [0.86, 0.23, -0.07], [-1.44, -0.42, -0.23], [-0.65, 0.48, 0.16], [1.10, -0.71, 0.01], [-0.10, -0.05, 0.09], [0.14, 0.22, 0.63], [-0.09, -0.07, 0.00], [-0.04, 0.08, -0.03], [0.09, 0.07, 0.01], [-0.08, -0.02, 0.02], [0.11, -0.50, 0.11], [-0.07, 0.31, -0.45], [-0.04, 0.01, 0.04], [0.02, 0.00, -0.01], [-0.05, 0.01, -0.07], [-0.02, -0.02, -0.03], [0.02, 0.00, -0.03], [0.00, 0.04, 0.05], [0.05, 0.00, 0.04], [0.01, 0.02, -0.06], [0.01, 0.01, -0.01]]}

=====

(2)
{"formula": "C14H15ClN2OS", "method": "wB97M-V/def2-TZVPD", "gap_ev": 7.698, "e_lumo_ev": -0.39, "relative_energy_kj_mol": 1065.0, "smiles": "CC(C)C(=O)Nc1ncc(Cc2ccccc2Cl)s1", "max_force_ev_per_a": 18.0, "symbols": ["C", "H", "H", "H", "C", "C", "O", "N", "C", "N", "C", "C", "S", "C", "C", "C", "C", "C", "C", "C", "Cl", "H", "H", "H", "H", "H", "H", "H", "H", "H", "C", "H", "H", "H"], "xyz": [[5.61266, 0.41527, -1.29961], [5.68305, 1.49164, -1.42514], [5.84625, 0.12251, -2.42058], [6.47352, 0.08984, -0.80937], [4.30518, -0.31443, -0.92007], [4.10517, 0.24112, 0.71925], [5.01088, 0.55062, 1.50920], [2.89168, 0.33252, 1.13491], [1.58858, 0.03813, 0.75639], [0.71048, -0.02860, 1.69110], [-0.57527, -0.08764, 1.14376], [-0.59380, -0.43958, -0.30996], [1.16793, -0.55979, -0.90368], [-1.57890, -0.82179, -1.09703], [-2.94999, -0.70290, -0.62149], [-3.79583, -1.78655, 0.04465], [-4.91867, -1.71161, 0.57294], [-5.45577, -0.31486, 0.80269], [-4.54815, 0.92682, 0.25748], [-3.45361, 0.64824, -0.16087], [-2.52183, 1.96198, -0.85247], [-5.11999, 1.92423, 0.62900], [-6.38172, 0.02102, 1.24666], [-5.61104, -2.34484, 1.00634], [-3.36614, -2.59017, -0.47748], [-1.41248, -1.93782, -1.43104], [-1.50946, -0.49150, -2.04588], [-1.35668, -0.15178, 1.71334], [2.85794, 0.54256, 2.35021], [3.45656, 0.18345, -1.27168], [4.30525, -1.55892, -0.81984], [3.36214, -2.10131, -0.44174], [4.39133, -1.99728, -1.76996], [5.13387, -2.15793, -0.23464]], "forces_ev_per_angstrom": [[-0.55, -0.83, -4.73], [-0.82, 0.20, 0.77], [-0.44, 0.15, 1.77], [1.06, -0.67, 1.36], [2.08, 16.03, 5.03], [4.46, 0.06, -1.72], [-0.62, -0.75, -1.67], [-4.19, 0.91, 6.58], [1.31, -1.71, -0.85], [-1.45, 1.57, -1.05], [5.54, -2.34, -8.05], [7.35, 2.89, 9.03], [-2.46, 1.58, 2.51], [-4.81, -6.22, -3.46], [-5.09, 1.61, 5.99], [10.76, 1.69, -7.90], [-9.14, 7.56, 4.77], [4.68, 0.86, -2.68], [-15.82, -0.11, 8.59], [11.62, -4.04, -7.37], [0.50, 0.86, 0.00], [2.15, -2.16, -1.55], [-0.13, -0.63, 0.07], [-0.60, -2.30, 0.28], [0.16, -2.43, 0.59], [-0.39, 1.14, 1.01], [0.11, 2.12, -3.38], [-4.47, -0.03, 3.17], [0.20, -0.63, -4.75], [-1.12, 0.50, -1.57], [-0.05, -16.79, 2.08], [1.05, 1.16, -0.29], [0.25, -1.04, -1.81], [-1.12, 1.78, -0.77]]}

=====

(3)
{"formula": "CH4FOPS", "method": "wB97M-V/def2-TZVPD", "gap_ev": 8.344, "e_lumo_ev": -1.07, "relative_energy_kj_mol": 358.5, "smiles": "C=P(F)=S.O", "max_force_ev_per_a": 4.8, "symbols": ["C", "O", "F", "P", "S", "H", "H", "H", "H"], "xyz": [[-1.75470, -1.25072, 1.66736], [-1.99999, 2.16978, 2.44734], [-0.33942, -0.06855, -0.02614], [-1.84212, -0.38659, 0.14894], [-2.65217, -0.22112, -1.64383], [-2.72858, -1.51452, 1.96564], [-2.26578, 1.29910, 2.94482], [-1.33956, -0.60531, 2.42697], [-1.06133, 1.95190, 2.74505]], "forces_ev_per_angstrom": [[-0.99, 1.84, -2.37], [1.61, -3.77, 2.53], [1.04, 0.89, -0.09], [-0.03, -1.43, -0.43], [0.37, -0.43, 2.46], [-1.31, -0.84, 0.40], [-0.75, 2.31, -1.51], [0.92, -0.12, 0.06], [-0.87, 1.54, -1.05]]}